DFT (ωB97M-V/def2-TZVPD) results for C3H6ClF in the gas phase.

orbital gap: 11.94 eV
net charge: 0
ΔE to the lowest compared entry with this formula, charge and spin: 223.3 kJ/mol
SMILES: CC[C@H](F)Cl

The geometry in XYZ format:
```
11
Properties=species:S:1:pos:R:3:forces:R:3
C -1.2654 -0.0423 -0.0173 -2.539 3.745 -1.318
C 0.1393 -0.6781 -0.1710 0.666 0.595 -2.338
C 1.1591 0.3531 0.3213 -2.535 0.525 0.995
F 0.3975 1.5733 -0.2083 4.030 -1.199 1.266
Cl 2.8257 0.0973 -0.1095 0.066 0.403 -1.078
H -2.0536 -0.7127 -0.3225 -0.085 -0.683 0.161
H -1.6844 0.4859 1.0019 1.847 -1.702 -2.069
H -1.4681 0.9026 -0.7999 0.660 -2.732 2.006
H -0.0154 -1.7175 0.2191 1.433 0.930 -0.073
H 0.6589 -0.6718 -1.3102 -2.531 -0.692 2.355
H 1.3064 0.4105 1.3965 -1.014 0.811 0.093
```
Forces are in eV/Å.



DFT (ωB97M-V/def2-TZVPD) results for 2 unconnected molecules or ions with the total composition C3H6ClFNO2.

orbital gap: 7.55 eV
net charge: -1
ΔE to the lowest compared entry with this formula, charge and spin: 132.2 kJ/mol

The geometry in XYZ format:
```
14
Properties=species:S:1:pos:R:3:forces:R:3
C 0.2895 -0.0146 0.0166 1.581 0.221 0.029
H 0.2859 1.6556 -1.3021 0.716 -0.420 0.016
Cl 2.4748 0.2642 0.0480 -1.570 -0.222 0.008
C -0.0835 0.6212 -1.2822 -0.835 0.945 0.191
H -1.1728 0.8506 -1.2523 0.323 -1.201 -0.039
H 0.2340 0.0492 -2.1594 -0.216 0.202 0.379
N 0.3936 -1.5537 0.0156 -0.576 0.283 -0.275
O 0.5544 -2.0763 -1.0639 0.011 0.102 0.153
O 0.3307 -2.1364 1.0733 0.094 0.402 -0.035
C -0.1075 0.6295 1.3054 -1.213 0.041 -0.276
H 0.2981 0.0970 2.1719 0.098 0.488 -0.276
H 0.0942 1.7063 1.2230 0.635 -0.407 0.305
H -1.2193 0.6216 1.3620 0.460 -0.674 -0.284
F -2.3720 -0.7142 -0.1559 0.493 0.242 0.105
```
Forces are in eV/Å.



DFT (ωB97M-V/def2-TZVPD) results for C3H6ClFS in the gas phase.

orbital gap: 10.40 eV
net charge: 0
ΔE to the lowest compared entry with this formula, charge and spin: 44.4 kJ/mol
SMILES: C[C@H](S)[C@@H](F)Cl

The geometry in XYZ format:
```
12
Properties=species:S:1:pos:R:3:forces:R:3
C 0.5006 1.8154 0.1442 -0.073 -1.510 0.447
C 0.5866 0.2410 0.3550 -1.903 2.718 -0.881
S 2.1941 -0.2289 -0.2162 0.355 -0.023 -0.506
C -0.5717 -0.4801 -0.3325 0.189 -1.051 -0.443
F -0.5830 -1.7178 0.3078 -0.383 0.058 -0.551
Cl -2.1624 0.2814 -0.0914 0.021 -0.005 0.270
H 0.8197 2.2397 -0.8030 -0.666 -0.488 -0.540
H -0.3717 2.2394 0.5927 -1.060 0.111 -0.547
H 1.2172 2.2119 0.7743 1.938 0.622 1.502
H 0.3814 -0.0132 1.4055 0.582 0.377 -0.192
H 2.3131 -1.1380 0.7071 0.461 -0.991 0.533
H -0.5501 -0.6588 -1.4332 0.538 0.180 0.909
```
Forces are in eV/Å.



| no. | E_tot (a.u.) |
| --- | --- |
| 1 | -677.872143 |
| 2 | -883.132989 |
| 3 | -1076.129697 |